(1)
DFT (ωB97M-V/def2-TZVPD) results for a single HNOS2 molecule at a distorted geometry.

```
5
Properties=species:S:1:pos:R:3
N 0.42535 -0.33747 -0.74569
O 1.17419 0.85876 -0.95156
S 2.30133 0.73984 0.34092
S 1.73623 -1.27698 -0.00014
H -0.24086 -0.01440 0.10796
```

Properties
- ΔE to the lowest compared entry with this formula, charge and spin (kJ/mol) = 168.6
- lowest unoccupied orbital energy (eV) = -0.87
- SMILES = N1OSS1

---

(2)
DFT (ωB97M-V/def2-TZVPD) results for a single HO4PS2 molecule at a distorted geometry.

```
8
Properties=species:S:1:pos:R:3
O -1.40487 0.09856 0.28730
O 0.14979 0.32797 -1.29032
O 0.13023 2.05360 0.49822
O 0.90845 -0.62574 0.95409
P -0.14819 -0.80736 -0.18884
S -0.42759 -2.65647 -0.71111
S -0.83956 1.49084 -0.37363
H 1.63175 0.11860 0.82430
```

Properties
- ΔE to the lowest compared entry with this formula, charge and spin (kJ/mol) = 0.0
- lowest unoccupied orbital energy (eV) = -0.73

---

(3)
DFT (ωB97M-V/def2-TZVPD) results for a 2-piece molecular cluster, HO5S overall at a distorted geometry.

```
7
Properties=species:S:1:pos:R:3
O -1.80480 -0.42948 1.05924
O -1.21251 -0.48027 -1.32816
O -1.03291 1.63027 -0.07887
O 1.30590 -0.28906 0.43428
O 2.30843 -1.18389 -0.07998
S -1.10927 0.18504 -0.04633
H 1.54516 0.56739 0.03983
```

Properties
- net charge = -1
- ΔE to the lowest compared entry with this formula, charge and spin (kJ/mol) = 258.9
- lowest unoccupied orbital energy (spin up / spin down) (eV) = 2.88 / 3.22

---

(4)
DFT (ωB97M-V/def2-TZVPD) results for HO5S as an isolated structure at a distorted geometry.

```
7
Properties=species:S:1:pos:R:3
O -3.00100 -0.62328 -0.74398
O -1.16628 1.08172 -0.44437
O -2.47531 0.16746 1.40006
O 0.83918 -0.82763 0.07686
O -0.43930 -1.48623 0.04539
S -2.01088 -0.00174 0.09061
H 0.69517 0.01876 -0.16107
```

Properties
- net charge = -1
- ΔE to the lowest compared entry with this formula, charge and spin (kJ/mol) = 121.4
- lowest unoccupied orbital energy (eV) = 4.08

---

(5)
DFT (ωB97M-V/def2-TZVPD) results for an isolated ion of composition HO5S2 and charge -1 at a distorted geometry.

```
8
Properties=species:S:1:pos:R:3
O -1.15142 0.17134 -0.74408
O -0.68485 1.74699 1.17604
O 1.99880 1.68169 1.47490
O -0.18420 -2.25404 -1.24444
O 0.18454 -1.66704 -0.02150
S -0.35793 0.06417 0.45103
S 0.85267 1.79425 0.57192
H -0.65761 -1.53736 -1.66386
```

Properties
- expectation value of S² = 2.0073
- net charge = -1
- spin multiplicity = 3
- ΔE to the lowest compared entry with this formula, charge and spin (kJ/mol) = 558.6
- lowest unoccupied orbital energy (spin up / spin down) (eV) = 3.79 / 1.74

---

(6)
DFT (ωB97M-V/def2-TZVPD) results for Hg5O20S5 as an isolated structure at a distorted geometry.

```
30
Properties=species:S:1:pos:R:3
Hg 21.92976 -2.97445 -13.06709
Hg 29.75993 -3.68663 -16.41701
Hg 28.03005 -6.46760 -7.68154
Hg 27.95857 -10.12529 -12.84338
Hg 28.38876 -0.40317 -9.21559
S 33.25199 -7.58064 -8.17029
O 33.68459 -8.47350 -9.07952
O 33.96033 -6.31910 -8.26302
O 31.84358 -7.20376 -8.46751
O 33.45395 -8.27727 -6.91124
S 28.74438 -3.48027 -4.58737
O 28.46149 -2.42389 -5.57846
O 27.82801 -4.57483 -4.63780
O 29.98400 -4.09778 -5.06148
O 29.02010 -3.09802 -3.21695
S 29.72565 1.34900 -14.19883
O 30.75446 2.38053 -14.07585
O 28.75436 1.75153 -15.18340
O 30.21687 0.05409 -14.77961
O 29.07953 1.13317 -12.97595
S 27.03511 -4.75359 -11.73244
O 27.90459 -4.21891 -12.72028
O 27.34930 -6.18531 -11.60863
O 27.61547 -4.02501 -10.58621
O 25.73823 -4.35876 -12.03671
S 27.78854 -10.85053 -6.78856
O 27.80619 -10.26243 -8.12495
O 27.35387 -9.78185 -5.92942
O 26.87229 -11.95102 -6.79571
O 29.13798 -11.13387 -6.56171
```

Properties
- ΔE to the lowest compared entry with this formula, charge and spin (kJ/mol) = 0.0
- lowest unoccupied orbital energy (eV) = -6.74

---

What did the second record say?
DFT (ωB97M-V/def2-TZVPD) results for a single HO4PS2 molecule at a distorted geometry.

```
8
Properties=species:S:1:pos:R:3
O -1.40487 0.09856 0.28730
O 0.14979 0.32797 -1.29032
O 0.13023 2.05360 0.49822
O 0.90845 -0.62574 0.95409
P -0.14819 -0.80736 -0.18884
S -0.42759 -2.65647 -0.71111
S -0.83956 1.49084 -0.37363
H 1.63175 0.11860 0.82430
```

Properties
- ΔE to the lowest compared entry with this formula, charge and spin (kJ/mol) = 0.0
- lowest unoccupied orbital energy (eV) = -0.73

---

Which of these has the highest ΔE to the lowest compared entry with this formula, charge and spin? HO5S2